(1)
Molecular formula: C4H15N2O2
Method: DFT, ωB97M-V/def2-TZVPD

## Properties
M, g/mol: 123.2
Energy relative to the best compared isomer or geometry (same formula, charge and spin), kcal per mole: 22.9
Total charge: +1

```
23
C4H15N2O2 (ωB97M-V/def2-TZVPD)
C -0.33897 0.48943 -2.15672
H -2.11859 -1.11860 2.89983
O -2.31055 -1.10638 1.94841
H -1.11310 2.32137 -2.60391
H 1.17520 -2.68125 1.16601
H 2.03611 2.70027 -1.58268
H 0.53071 -1.23755 -1.62665
H -0.93954 -1.48662 0.26419
N -0.11377 -0.50829 -1.37191
O 1.19579 2.77874 -1.11117
H -0.95453 0.31563 0.28721
H -1.50421 1.72063 -1.05181
C -0.38181 -0.57836 0.10757
H -3.21071 -1.46755 1.96220
N -1.05110 1.56998 -1.94072
H 1.30006 3.57028 -0.57425
H 0.61457 -1.82861 2.56291
H 1.75533 -0.44369 0.10699
C 0.96558 -0.51950 0.86925
C 1.28275 -1.74220 1.70494
H -0.15654 0.38551 -3.21400
H 1.04842 0.49456 1.25750
H 2.28890 -1.62780 2.09681
```

Löwdin population analysis, charges in e, atoms 1 to 6: C -0.171; H 0.063; O -0.058; H 0.134; H 0.084; H 0.058

(2)
Molecular formula: C4H15N2O2
Method: DFT, ωB97M-V/def2-TZVPD

## Properties
M, g/mol: 123.2
Energy relative to the best compared isomer or geometry (same formula, charge and spin), kcal per mole: 52.1
Total charge: +1

```
23
C4H15N2O2 (ωB97M-V/def2-TZVPD)
O 2.92514 -0.71914 0.64349
N -1.40795 2.03230 -0.02898
C -0.75306 -0.35223 -0.22355
C -0.83183 -2.03938 1.66317
H 0.68847 -1.08581 -1.58607
H -2.07587 2.58391 0.52281
H 0.64615 0.70635 -1.31788
H 0.58458 3.65402 -2.77908
H -1.04182 -1.26847 2.35054
H 3.23179 0.21823 0.75037
H 1.32841 -0.39123 -0.28414
C -1.39443 0.67716 0.38721
H -1.33323 -2.93324 2.16898
H -2.09914 0.51986 1.19370
N 0.52700 -0.27951 -0.95581
H -1.03457 2.24538 -0.89147
H 0.21701 -2.25737 1.57779
H 1.65736 3.13354 -1.87399
H 3.60716 -1.21059 1.15340
H -0.70122 -2.51703 -0.50003
H -2.31272 -2.01973 -0.04595
O 0.78647 3.02466 -2.11363
C -1.21371 -1.72170 0.18910
```

Löwdin population analysis, charges in e, atoms 1 to 6: O -0.074; N 0.097; C -0.281; C -0.094; H 0.180; H 0.116

| no. | E_tot (Ha) |
| --- | --- |
| 1 | -421.157007 |
| 2 | -421.110464 |